# 1
The following is a quantum chemistry calculation of a 2-piece molecular cluster, C6H11BO overall in a non-equilibrium geometry, from the Open Molecules 2025 dataset.

Total energy in Ha: -335.23162
Frontier orbital gap in eV: 10.0107
Energy above the lowest of the compared OMol25 structures with the same formula, charge and spin in kcal per mole: 59.34

ORCA input file:
```
! RIJCOSX wB97M-V def2-TZVPD def2/J DEFGRID3
* xyz 0 1
B 1.2624 -1.7670 -1.0630
C 1.1548 0.2858 -2.6718
C -0.0551 0.4179 -0.6415
C 0.2395 1.5023 0.1231
C 0.8794 -0.3089 -1.5223
C -0.8477 -1.7600 1.7245
C -0.7994 1.9762 1.0748
O 1.8551 -2.7602 -0.7238
H 0.6565 1.1181 -2.9895
H 1.8611 -0.1218 -3.4120
H -0.9932 -0.1256 -0.7207
H 1.2794 1.9696 0.0404
H -1.0495 -1.6285 2.7158
H 0.0053 -2.6174 1.3643
H -1.7791 -1.8642 1.4855
H -0.3129 2.1198 2.0888
H -1.0427 3.0480 0.8968
H -1.6600 1.3769 1.1525
H -0.6539 -0.8609 1.0783
*
```

Results of the natural (NBO) charge analysis, in e, for atoms 1 through 4: 1.083 -0.281 -0.239 -0.159


# 2
The following is a quantum chemistry calculation of C6H11ClN2O5S as an isolated structure in a non-equilibrium geometry, from the Open Molecules 2025 dataset.

Total energy in Ha: -1579.14958
Frontier orbital gap in eV: 9.5523
Energy above the lowest of the compared OMol25 structures with the same formula, charge and spin in kcal per mole: 19.12

ORCA input file:
```
! RIJCOSX wB97M-V def2-TZVPD def2/J DEFGRID3
* xyz 0 1
C 2.9708 -0.4410 3.3433
C -0.0356 -1.2263 1.9895
C -2.9330 0.3768 1.3060
C -0.3293 1.5299 -3.4385
C 1.6283 0.1807 -3.7600
C -2.3799 -1.1509 1.4885
N 2.0772 -1.1879 2.8138
N 0.5946 0.6855 -3.0906
O 0.3153 -1.4289 0.8389
O 1.7925 1.1050 -0.6145
O -0.6455 1.0641 -0.4678
O -1.3253 -1.2999 2.4439
O 0.7278 -0.9371 3.0325
S 0.5626 0.3411 -0.8210
Cl 2.7404 0.8332 4.3782
H -3.1145 0.8420 2.3244
H -2.0469 0.7841 0.6714
H -3.7484 0.3595 0.7135
H -1.2958 1.5172 -2.7616
H 3.9033 -0.9309 3.4208
H -0.2888 1.9313 -4.3994
H 1.5834 -0.9034 -3.8853
H 1.7962 0.6323 -4.7811
H 2.5953 0.4992 -3.2052
H -1.9252 -1.5142 0.5526
H -3.2196 -1.6614 1.9076
*
```

Results of the natural (NBO) charge analysis, in e, for atoms 1 through 4: -0.002 1.000 -0.659 -0.015


# 3
The following is a quantum chemistry calculation of an isolated ion of composition C6H11ClN4 and charge +2 in a non-equilibrium geometry, from the Open Molecules 2025 dataset.

Total energy in Ha: -913.68701
Frontier orbital gap in eV: 8.3972
Energy above the lowest of the compared OMol25 structures with the same formula, charge and spin in kcal per mole: 28.24

ORCA input file:
```
! RIJCOSX wB97M-V def2-TZVPD def2/J DEFGRID3
* xyz 2 1
C -0.3179 -1.5959 -1.3151
C -0.4844 -1.8369 0.0773
C 0.2917 -0.4939 -1.9511
C 0.3888 0.7138 2.0790
C 0.0115 1.7176 1.0196
C -0.3442 1.0660 -0.2719
N 0.4808 0.7351 -1.2011
N -0.8094 -0.7912 0.7808
N 0.7425 -0.5714 -3.1476
N -0.6420 -0.4392 2.1153
Cl -1.4993 2.6999 1.5008
H -0.1658 -2.4904 -1.9949
H -0.3508 -2.8830 0.3582
H 1.4850 0.3590 1.9069
H 0.3486 1.2605 3.0155
H 0.8129 2.5779 1.0334
H -1.3455 0.8948 -0.5379
H 1.3682 1.1555 -1.3019
H 0.7186 -1.4091 -3.7492
H 1.2410 0.2105 -3.5912
H -0.3392 -0.9888 2.8742
H -1.5910 0.1094 2.3009
*
```

Results of the natural (NBO) charge analysis, in e, for atoms 1 through 4: -0.390 0.156 0.476 -0.246


# 4
The following is a quantum chemistry calculation of C6H11EuN5P as an isolated structure in a non-equilibrium geometry, from the Open Molecules 2025 dataset.

Total energy in Ha: -1560.41487
Frontier orbital gap (spin up / spin down) in eV: 3.7722 / 5.3124
Energy above the lowest of the compared OMol25 structures with the same formula, charge and spin in kcal per mole: 0.00

ORCA input file:
```
! RIJCOSX wB97M-V def2-TZVPD def2/J DEFGRID3
* xyz -1 8
C 0.8264 0.2177 -3.3405
C -0.4402 -0.4332 -3.1822
C -0.2173 -1.6859 -2.5277
C 1.1853 -1.8264 -2.2972
C 1.8396 -0.6568 -2.7988
Eu 0.4981 0.2103 -0.5717
P -0.3278 3.1159 -0.7059
H 1.0043 1.1442 -3.8683
H -1.3911 -0.0761 -3.5749
H -0.9850 -2.4415 -2.3238
H 2.9165 -0.4637 -2.8004
H 1.6778 -2.6974 -1.8616
H -1.2791 3.3870 0.3293
H -0.8863 4.0527 -1.6388
H 0.6714 4.0036 -0.2050
N -0.6973 -1.9474 4.6376
N -0.6656 -1.0081 3.6272
N -0.6241 0.3135 3.9143
C -0.3515 0.8303 2.7011
N -0.1855 -0.1154 1.7495
N -0.3554 -1.3253 2.3721
H -0.8634 -2.9023 4.3485
H -1.0488 -1.5883 5.5147
H -0.3011 1.8928 2.5025
*
```

Results of the natural (NBO) charge analysis, in e, for atoms 1 through 4: -0.381 -0.374 -0.383 -0.393


# 5
The following is a quantum chemistry calculation of C6H11F3IO5P in the gas phase in a non-equilibrium geometry, from the Open Molecules 2025 dataset.

Total energy in Ha: -1550.19721
Frontier orbital gap in eV: 10.0386

ORCA input file:
```
! RIJCOSX wB97M-V def2-TZVPD def2/J DEFGRID3
* xyz 0 1
O 1.0888 -3.2462 0.2681
P 0.9788 -1.8057 0.0670
O 0.4575 -1.4257 -1.3952
O 2.3450 -1.0244 0.2272
C 2.3980 0.1962 0.9978
C 1.6241 1.3667 0.4332
C 2.3790 2.1635 -0.6395
I 1.6405 1.8292 -2.6204
O -0.0650 -1.1045 1.0319
C -1.4385 -1.3370 0.6773
C -1.9859 -0.1185 -0.0301
O -1.9468 0.9313 0.9096
C -3.4391 -0.3490 -0.4701
F -3.4709 -0.9542 -1.6813
F -4.1085 0.8199 -0.5811
F -4.1213 -1.1410 0.3848
H 1.1353 -1.6890 -2.0224
H 2.1441 0.0054 2.0316
H 3.4454 0.4741 0.9987
H 0.6548 1.0853 0.0480
H 1.4333 2.0381 1.2647
H 3.4293 1.9119 -0.6355
H 2.2785 3.2189 -0.4490
H -1.5484 -2.2357 0.0820
H -2.0074 -1.4771 1.5850
H -1.4110 0.1036 -0.9242
H -1.8893 1.7638 0.4417
*
```

Results of the natural (NBO) charge analysis, in e, for atoms 1 through 4: -1.084 2.548 -1.002 -0.809


# 6
The following is a quantum chemistry calculation of an isolated ion of composition C6H11F3NO4S and charge +1, from the Open Molecules 2025 dataset.

Total energy in Ha: -1288.35966
Frontier orbital gap in eV: 9.6602

ORCA input file:
```
! RIJCOSX wB97M-V def2-TZVPD def2/J DEFGRID3
* xyz 1 1
O -1.9489 -2.0760 2.2132
O -1.3025 -0.8045 2.4396
C -2.1889 0.1407 1.8985
C -1.3669 1.2102 1.1549
N -1.2752 0.8581 -0.3487
C 0.1827 0.9172 -0.7277
C 0.4847 -0.2304 -1.6893
O 1.8896 -0.3458 -1.7117
C 2.4345 -1.4378 -2.3262
F 1.5406 -2.0467 -3.1122
F 3.4675 -1.0578 -3.0535
F 2.8413 -2.3167 -1.4176
C 0.8995 0.8242 0.6245
S 2.3565 1.8628 0.6244
O -0.0592 1.2906 1.5797
H -1.3314 -2.6524 2.6898
H -2.8041 0.6178 2.6664
H -2.8618 -0.3807 1.2087
H -1.8343 2.1945 1.2279
H -1.8280 1.5332 -0.8779
H -1.6667 -0.0691 -0.5275
H 0.3512 1.8828 -1.2076
H 0.0997 -0.0076 -2.6889
H 0.0160 -1.1568 -1.3301
H 1.1427 -0.2173 0.8530
H 2.7614 1.4674 1.8385
*
```

Results of the natural (NBO) charge analysis, in e, for atoms 1 through 4: -0.443 -0.277 -0.128 0.257